[1]
Formula: C21H68O21
Source: the Open Molecules 2025 dataset
Level of theory: wB97M-V/def2-TZVPD

XYZ file:
```
110
Properties=species:S:1:pos:R:3:forces:R:3
C -0.4190 -4.7668 -1.8617 0.91 -0.23 -1.88
C -1.4088 -4.0026 -2.8127 0.13 0.44 2.67
O -1.1341 -2.5680 -2.7576 -0.14 -0.91 -1.27
O -0.4867 -4.5759 -0.4800 -0.94 -0.22 0.15
H 0.5866 -4.5519 -2.2231 0.34 0.51 -0.02
H -0.4428 -5.8418 -2.0401 -0.69 -0.14 0.07
H -2.3948 -4.2006 -2.3926 -0.36 0.21 -0.05
H -1.4534 -4.3621 -3.8408 0.59 0.24 0.07
H -1.1547 -2.2464 -1.8533 0.00 -0.31 0.55
H -0.2563 -3.6748 -0.2419 0.29 0.31 -0.28
C 0.5333 4.6751 -2.4607 0.34 0.51 -2.05
C -0.2867 5.8890 -2.5897 -2.49 0.52 0.31
O -0.5577 6.3874 -1.2816 0.27 0.17 -0.30
O 1.8711 5.0842 -2.2614 0.71 -0.71 1.01
H 0.4132 4.1975 -3.4331 0.27 -0.83 0.06
H 0.1302 4.0593 -1.6567 0.48 -0.11 0.03
H -1.2365 5.6133 -3.0479 -0.39 -0.10 0.20
H 0.0613 6.6729 -3.2623 0.78 -0.01 0.08
H 0.2765 6.1698 -0.8593 0.10 0.48 0.73
H 2.2308 5.4111 -3.0892 -0.09 0.00 -0.04
C 0.9620 -2.7767 -5.2183 -0.11 -0.62 0.55
C 2.2394 -3.4534 -5.8246 0.47 1.15 0.47
O 3.4430 -3.5364 -4.9805 -1.87 0.22 -1.12
O 1.1585 -1.5708 -4.4542 1.12 -0.64 -0.79
H 0.4237 -3.5262 -4.6382 0.01 0.20 0.25
H 0.3352 -2.5096 -6.0691 -0.10 -0.20 -0.21
H 2.3733 -2.8655 -6.7326 1.00 0.21 -0.10
H 2.0544 -4.4533 -6.2172 -0.33 -0.08 0.55
H 3.5480 -2.6418 -4.6486 0.15 0.16 0.29
H 0.4804 -1.5019 -3.7782 -0.35 -0.53 0.11
C -3.6685 2.9460 -3.2791 0.57 -0.88 1.43
C -3.8974 1.8342 -2.1940 -0.62 1.74 -0.45
O -4.7891 0.9439 -2.7022 -1.67 -2.11 -1.19
O -4.8995 3.4811 -3.8001 0.66 -0.83 0.10
H -3.1408 2.4196 -4.0744 0.39 0.48 -0.16
H -3.1303 3.7580 -2.7903 0.44 0.04 -0.38
H -4.3767 2.3199 -1.3440 0.55 0.08 0.56
H -3.0622 1.1850 -1.9312 0.62 0.97 0.20
H -5.4065 1.4098 -3.2708 -0.30 0.13 0.01
H -4.7224 3.4088 -4.7409 -0.67 0.32 -0.19
C -1.2668 -3.5504 2.6998 -1.34 -0.84 1.39
C -1.9589 -3.7704 4.0493 -0.87 1.18 0.93
O -1.2527 -3.0952 5.1482 0.58 -0.95 -1.30
O -0.9815 -2.2185 2.5167 0.82 1.72 -0.45
H -2.0125 -3.6775 1.9151 0.05 -1.20 0.02
H -0.4538 -4.2746 2.6483 0.48 0.40 -0.51
H -2.1730 -4.8220 4.2403 0.44 -0.12 0.11
H -2.9236 -3.2632 4.0342 -0.32 -0.06 -0.36
H -1.8265 -2.9648 5.9067 -0.25 -0.28 -0.21
H -0.7741 -1.7346 3.3195 0.29 -0.01 0.54
C -2.4056 1.0291 6.2461 1.50 0.76 -0.96
C -1.7206 -0.0446 5.4558 -0.31 -1.63 -0.14
O -0.5834 0.2931 4.6352 -1.16 -0.85 0.89
O -2.9491 1.9859 5.3214 -1.19 -0.18 1.07
H -1.6730 1.4668 6.9241 -0.01 0.52 0.11
H -3.1811 0.5844 6.8698 -0.30 0.19 -0.35
H -2.5539 -0.5227 4.9408 -0.04 0.21 -1.28
H -1.4546 -0.9254 6.0401 0.76 0.59 0.57
H -0.8110 1.0356 4.0708 0.16 0.26 0.11
H -2.3648 2.2583 4.6100 0.65 -0.16 0.43
C 4.4073 -2.3975 0.4372 -0.41 -0.06 1.80
C 4.2845 -2.6870 1.9995 0.46 1.48 -2.12
O 3.5138 -3.8288 2.2768 -0.26 0.21 0.12
O 4.9468 -3.5276 -0.1568 0.78 -0.69 -0.94
H 5.0777 -1.5492 0.2992 0.44 -0.08 0.21
H 3.5094 -2.0566 -0.0783 -0.59 -0.31 0.37
H 3.9029 -1.7748 2.4582 -0.20 -0.04 0.23
H 5.3131 -2.7986 2.3426 0.14 -0.22 0.08
H 3.1231 -3.6229 3.1291 -0.24 -0.43 0.07
H 4.2790 -4.0814 -0.5677 -0.14 0.14 0.19
C -0.9859 3.0027 2.3380 -1.34 0.35 -0.98
C -2.1279 2.0660 1.7680 0.32 1.65 1.00
O -2.4874 2.5770 0.4706 0.85 -1.04 0.58
O -0.6895 2.8021 3.7062 0.00 -0.39 -0.44
H -1.4130 4.0033 2.2714 -0.15 0.29 -0.23
H -0.1227 3.0284 1.6730 0.31 -0.52 0.14
H -3.0034 2.2101 2.4012 -0.04 -0.15 0.35
H -1.8856 1.0053 1.8328 0.16 0.04 -0.82
H -2.5452 3.5253 0.6086 -0.19 0.24 -0.26
H -0.1522 3.5393 4.0051 0.09 -0.06 0.23
C -4.0740 -1.4375 0.4948 1.53 -0.45 0.24
O -5.0875 -1.3423 1.4515 -1.63 0.09 -0.35
H -3.6028 -2.4204 0.4849 0.48 -0.14 0.61
H -4.2953 -1.3923 -0.5716 -1.28 0.75 0.22
H -3.3713 -0.6430 0.7460 0.59 -0.15 -0.46
H -4.8830 -1.7979 2.2714 0.37 -0.08 -0.30
C 0.0111 -0.4112 -0.1759 0.41 -0.87 -0.85
O -0.2733 -1.8420 -0.0551 -0.12 1.90 -0.74
H 0.5379 -0.2685 -1.1195 0.47 -0.24 0.15
H -0.8534 0.2343 -0.3309 -0.51 -0.28 0.60
H 0.6340 -0.0873 0.6579 -0.09 0.11 -0.02
H -0.7428 -1.8989 0.7803 -0.16 -0.28 0.79
C 2.7401 1.1730 -5.3550 0.54 -0.36 -0.14
O 4.0329 1.1746 -5.9374 0.61 0.08 -0.10
H 2.1158 0.6287 -6.0635 -0.81 0.45 0.39
H 2.7564 0.6382 -4.4054 -0.21 -0.03 0.08
H 2.4865 2.2174 -5.1730 -0.39 -0.14 -0.22
H 4.1280 0.3231 -6.3704 0.27 0.05 -0.01
C 2.5964 0.6534 3.3270 -0.63 -0.80 1.56
O 3.9089 0.3814 3.6299 3.36 0.02 -0.83
H 2.2035 -0.0500 2.5929 -0.22 0.13 -0.29
H 2.3250 0.3479 4.3375 -2.62 0.66 -0.30
H 2.4426 1.6975 3.0544 -0.37 -0.03 0.12
H 4.4451 1.1166 3.3241 0.39 0.00 -0.29
C 4.3976 3.6613 1.4964 -0.19 0.13 -0.65
O 4.8442 2.8705 2.5789 0.30 -0.47 -0.19
H 3.6447 4.3328 1.9091 0.11 0.51 -0.62
H 5.2108 4.1096 0.9254 0.27 0.79 0.68
H 3.9805 3.1058 0.6565 -0.54 -0.81 0.68
H 5.3210 3.4613 3.1664 0.08 -0.10 0.11
```
Positions in Å, forces in eV/Å.

2S+1: 1
Energy relative to the best compared isomer or geometry (same formula, charge and spin) in kJ/mol: 515.26
Charge: 0
E_HOMO in eV: -9.373
Maximum force in eV/Å: 3.5
Kohn-Sham gap in eV: 9.250

---

[2]
Formula: C21H69B5KNO7Zr
Source: the Open Molecules 2025 dataset
Level of theory: wB97M-V/def2-TZVPD

XYZ file:
```
105
Properties=species:S:1:pos:R:3:forces:R:3
Zr -3.6999 1.3370 0.6285 3.10 0.33 -1.09
K 0.8878 1.5405 2.5196 0.12 0.27 0.17
B -2.7602 1.7774 3.4605 0.12 -0.55 2.07
H -2.7579 0.6711 3.8008 0.09 -1.35 0.36
H -1.7007 2.2131 3.4589 1.65 0.72 -0.43
H -3.1948 1.7649 2.4040 -1.18 0.40 -1.59
H -3.4228 2.3941 4.1784 -1.01 0.82 0.52
B -4.5917 1.1153 -1.5911 -1.88 -0.97 -2.45
H -5.4110 0.3046 -1.6130 -0.76 -1.10 0.04
H -3.5966 0.6590 -1.3371 2.39 -0.96 0.74
H -4.5278 1.6055 -2.6297 0.21 0.88 -0.95
H -4.8930 1.9014 -0.8530 -1.15 2.19 1.90
B -3.7907 -0.9363 0.8488 -0.85 -2.52 0.52
H -2.8974 -0.8569 0.1755 1.73 0.11 -1.50
H -4.6116 -0.3945 0.3180 -2.75 0.98 -1.31
H -4.1514 -1.9896 1.1243 -0.24 -1.15 0.22
H -3.6000 -0.3428 1.7782 0.45 1.37 2.74
B -3.3753 3.6911 0.0792 -0.82 2.36 -0.34
H -2.6007 4.5375 0.0016 0.95 0.82 0.08
H -3.3248 3.2645 1.1159 0.14 -0.83 2.96
H -4.4378 4.1218 -0.0638 -1.35 0.14 -0.53
H -3.0571 2.8774 -0.6224 0.49 -1.96 -1.95
B -1.3984 1.1826 0.5267 1.44 -0.24 0.35
H -1.5646 2.1430 1.0416 -0.15 3.03 0.95
H -0.3102 0.9335 0.3546 1.47 -0.25 -0.58
H -1.8194 0.4615 1.2684 -0.77 -1.86 1.51
H -1.9755 1.1730 -0.4327 -1.26 -0.25 -2.55
C -0.9007 0.2906 -3.2387 -0.08 0.18 -0.33
O -0.1583 0.4091 -4.4425 0.10 0.30 0.28
C -0.6629 -0.3686 -5.5023 0.69 -0.54 -0.14
C -0.0417 -1.7869 -5.4425 -1.25 0.38 0.37
O -0.2424 -2.5615 -6.6068 0.27 0.13 0.27
C -1.5583 -2.5809 -7.1012 -0.32 -0.15 -0.86
H -1.9651 0.3891 -3.4707 -0.10 -0.19 0.21
H -0.6400 1.1200 -2.5822 0.18 0.00 -0.06
H -0.6933 -0.6499 -2.7205 -0.12 -0.07 0.04
H -0.3663 0.1072 -6.4393 -0.04 0.11 0.02
H -1.7544 -0.4138 -5.4448 -0.02 0.00 -0.12
H -0.5268 -2.2858 -4.5947 0.10 -0.21 0.13
H 1.0191 -1.7121 -5.2165 0.10 -0.02 -0.32
H -1.6537 -3.4845 -7.7038 0.05 -0.03 0.03
H -1.7482 -1.7417 -7.7784 0.06 0.14 0.07
H -2.3852 -2.5948 -6.3847 0.38 -0.03 0.51
C 3.8345 4.1519 1.9327 1.53 0.31 -0.14
O 3.2848 3.7121 3.1488 -0.99 -0.39 -0.73
C 2.5371 4.7219 3.8255 0.16 -0.56 -0.26
C 1.4005 5.3807 3.0474 0.78 0.13 0.13
O 0.3447 4.4828 2.8147 0.30 -0.17 0.47
C -0.7954 5.1315 2.2809 -0.67 -0.82 -0.16
H 3.1788 4.4205 1.1009 -0.55 -0.16 0.36
H 4.5025 3.3778 1.5570 -0.23 -0.13 0.11
H 4.4860 5.0172 2.1250 -0.15 0.15 -0.04
H 3.2841 5.4526 4.1551 -0.40 0.35 0.13
H 2.1168 4.1825 4.6761 -0.02 0.33 0.18
H 1.7454 5.7941 2.0941 0.12 0.03 -0.05
H 1.1188 6.2452 3.6582 -0.44 -0.04 0.05
H -0.5974 5.4525 1.2557 -0.01 0.51 0.15
H -1.1937 5.8918 2.9563 0.39 0.38 -0.18
H -1.5934 4.3927 2.2097 0.20 -0.16 0.03
C 4.6369 0.3266 4.2856 -0.64 0.01 -0.46
O 3.9585 0.1677 3.0435 -0.27 0.39 -0.34
C 4.7850 0.4593 1.9355 0.80 -1.07 -0.17
C 4.0217 0.2926 0.6253 0.19 0.55 0.78
O 3.1102 1.3616 0.5514 -0.87 0.38 0.24
C 2.3015 1.4342 -0.6036 0.34 0.30 -0.79
H 4.0223 -0.2284 4.9924 0.42 -0.16 0.20
H 4.6437 1.3735 4.6038 0.20 0.06 -0.17
H 5.6522 -0.0585 4.1708 0.01 -0.10 0.45
H 5.6019 -0.2788 1.9001 -0.07 -0.26 0.04
H 5.3491 1.3866 2.0733 -0.59 0.47 -0.26
H 3.5057 -0.6704 0.6510 -0.01 -0.04 -0.11
H 4.7144 0.3153 -0.2216 0.06 -0.02 -0.02
H 1.6487 2.3055 -0.5431 -0.05 -0.05 0.41
H 1.6816 0.5533 -0.7844 0.10 -0.15 0.16
H 2.9120 1.6306 -1.4926 0.12 -0.29 -0.04
C -1.9963 -3.7390 -1.6091 -0.37 -0.35 1.31
C -0.6905 -4.1060 -0.8936 1.10 -0.19 -1.13
C 0.4118 -3.8214 -1.9477 0.63 -0.18 0.13
C 1.8093 -3.8437 -1.3523 -0.41 0.02 1.07
C 1.8344 -2.7729 -0.2452 1.18 -1.11 -0.20
C 0.7975 -2.9399 0.8714 -0.42 0.55 -0.08
N -0.4956 -3.1783 0.2263 -0.22 0.86 -0.37
O -1.5324 -3.2814 1.1885 0.26 -0.24 -0.05
C 1.2053 -3.9976 1.9152 -0.61 -1.34 -0.77
C 0.7417 -1.5623 1.5656 0.34 -0.09 -0.07
C -0.6085 -5.5845 -0.5036 -0.19 -0.31 -0.48
H -2.7775 -3.9622 -0.8754 -0.32 0.52 -0.25
H -2.2614 -4.3077 -2.4987 0.54 -0.19 -0.07
H -1.9319 -2.6793 -1.8520 -0.37 0.05 0.05
H 0.3359 -4.5523 -2.7558 -0.21 0.00 0.02
H 0.2783 -2.8320 -2.3920 -0.26 0.05 0.03
H 2.6037 -3.6684 -2.0778 -0.10 0.12 -0.10
H 2.0214 -4.8075 -0.8808 0.01 -0.10 -0.18
H 1.8113 -1.8099 -0.7580 -0.32 0.22 0.36
H 2.7944 -2.8775 0.2735 0.14 0.40 -0.16
H 1.0275 -5.0001 1.5114 0.25 0.12 -0.27
H 2.2632 -4.0009 2.1731 -0.07 0.48 0.33
H 0.5246 -4.0457 2.7655 0.29 0.69 0.26
H 1.7496 -1.3463 1.9377 -0.01 0.00 0.15
H 0.4880 -0.7969 0.8295 -0.11 -0.18 0.07
H 0.0476 -1.5141 2.4065 -0.11 -0.17 -0.07
H -1.4060 -5.8608 0.1855 0.13 -0.01 0.15
H 0.3698 -5.8631 -0.1173 -0.14 0.17 0.35
H -0.6885 -6.2164 -1.3937 -0.37 0.13 -0.07
H -2.0645 -2.4956 1.0068 -0.17 -0.13 0.13
```
Positions in Å, forces in eV/Å.

2S+1: 1
Charge: 0
E_HOMO in eV: -8.362
Maximum force in eV/Å: 3.3
Kohn-Sham gap in eV: 7.614

---

The records above yield LUMO energy values of -0.0045; -0.0275 Eh, respectively.